1.
C27H30IN7O4RhS2Si | ωB97M-V/def2-TZVPD

gap between HOMO and LUMO (alpha / beta) = 8.873 / 6.107 eV
LUMO (alpha / beta) = -2.36 / -5.14 eV
HOMO energy (alpha / beta) = -11.232 / -11.250 eV
expectation value of S² = 6.051
relative energy (zero: lowest compared OMol25 entry of this formula, charge and spin) = 0.000 eV

The geometry in ORCA input format:
```
! wB97M-V def2-TZVPD RIJCOSX def2/J DEFGRID3
* xyz 1 5
Rh 0.001 0.201 0.188
C -2.075 -3.276 -1.004
C -0.578 -3.182 -1.059
C 0.176 -4.125 -1.803
C 1.549 -4.004 -1.878
C 2.179 -3.000 -1.164
C 1.383 -2.121 -0.397
N 0.015 -2.199 -0.425
N 1.825 -1.129 0.391
Si 3.483 -1.017 1.070
C 4.023 -2.726 1.581
C 4.594 -0.274 -0.199
C 3.388 0.023 2.593
H -2.374 -4.274 -0.676
H -2.509 -3.117 -1.994
H -2.481 -2.542 -0.316
H -0.338 -4.923 -2.326
H 2.129 -4.694 -2.479
H 3.254 -2.874 -1.196
H 4.463 -3.299 0.761
H 3.181 -3.299 1.985
H 4.778 -2.641 2.370
H 4.821 -0.977 -1.006
H 5.536 0.012 0.278
H 4.139 0.615 -0.647
H 2.929 -0.549 3.408
H 2.826 0.954 2.472
H 4.407 0.279 2.904
C -1.250 0.342 -3.275
C -2.269 0.305 -2.180
N -1.999 0.060 -0.930
C -3.125 0.087 -0.127
C -4.272 0.355 -0.788
S -3.937 0.596 -2.447
C -2.931 -0.245 1.293
C -3.866 -0.487 2.239
S -3.107 -0.952 3.696
C -1.562 -0.806 2.968
N -1.626 -0.419 1.724
C -0.287 -1.108 3.695
H -0.261 0.171 -2.855
H -1.250 1.312 -3.774
H -1.457 -0.423 -4.024
H -5.276 0.434 -0.397
H -4.942 -0.438 2.155
H -0.419 -1.927 4.400
H 0.067 -0.240 4.252
H 0.476 -1.377 2.968
I 0.783 4.396 5.038
C 1.000 3.331 3.294
C 1.952 3.498 2.317
N 1.703 2.568 1.380
N 0.641 1.808 1.685
C 0.205 2.263 2.851
H 2.759 4.210 2.223
H 2.186 2.367 0.514
H -0.674 1.845 3.318
O -0.408 2.283 -0.970
C 0.732 2.275 -1.481
O 1.576 1.346 -1.244
C 1.137 3.400 -2.386
C 0.186 4.322 -2.809
C 0.552 5.367 -3.640
C 1.878 5.474 -4.012
C 2.845 4.578 -3.603
C 2.461 3.526 -2.788
N 2.286 6.602 -4.891
O 3.466 6.692 -5.167
O 1.403 7.263 -5.396
H -0.837 4.215 -2.470
H -0.164 6.097 -3.992
H 3.868 4.710 -3.925
H 3.186 2.788 -2.470
*
```

Results of the Löwdin charge analysis, in e, for atoms 1 through 8: number 1, Rh, carries 1.154; number 2, C, carries -0.006; number 3, C, carries -0.296; number 4, C, carries 0.015; number 5, C, carries -0.030; number 6, C, carries 0.019; number 7, C, carries -0.411; number 8, N, carries 0.107

2.
C27H30N2O5 | ωB97M-V/def2-TZVPD

gap between HOMO and LUMO = 8.298 eV
LUMO = -0.19 eV
HOMO energy = -8.492 eV
relative energy (zero: lowest compared OMol25 entry of this formula, charge and spin) = 0.839 eV
structure (SMILES) = CC(C)Oc1ccc([C@H]2c3c(oc4ccccc4c3=O)C(=O)N2CCCN2CCOCC2)cc1

The geometry in ORCA input format:
```
! wB97M-V def2-TZVPD RIJCOSX def2/J DEFGRID3
* xyz 0 1
C 0.707 -3.424 -6.233
C 0.214 -2.404 -5.211
C -0.680 -1.353 -5.867
O 1.381 -1.805 -4.660
C 1.315 -1.096 -3.508
C 0.203 -0.978 -2.680
C 0.280 -0.238 -1.513
C 1.450 0.402 -1.141
C 1.543 1.205 0.134
C 0.243 1.790 0.599
C 0.025 1.429 1.887
O -1.030 1.757 2.627
C -1.982 2.516 2.017
C -3.106 2.849 2.775
C -4.104 3.617 2.218
C -4.001 4.064 0.903
C -2.895 3.737 0.153
C -1.866 2.959 0.691
C -0.688 2.623 -0.139
O -0.538 3.003 -1.287
C 1.163 0.598 2.384
O 1.376 0.208 3.510
N 1.961 0.440 1.300
C 3.143 -0.381 1.324
C 2.885 -1.823 0.873
C 2.053 -2.621 1.879
N 0.662 -2.203 1.934
C -0.142 -2.777 0.872
C -1.564 -2.226 0.967
O -2.155 -2.525 2.205
C -1.376 -1.991 3.253
C 0.056 -2.517 3.219
C 2.557 0.296 -1.979
C 2.495 -0.445 -3.138
H -0.138 -3.931 -6.691
H 1.284 -2.921 -7.004
H 1.344 -4.160 -5.749
H -0.340 -2.931 -4.420
H -0.972 -0.589 -5.150
H -1.575 -1.823 -6.266
H -0.141 -0.871 -6.679
H -0.734 -1.453 -2.926
H -0.599 -0.154 -0.894
H 2.273 2.013 -0.035
H -3.165 2.491 3.790
H -4.971 3.872 2.807
H -4.788 4.666 0.477
H -2.784 4.067 -0.869
H 3.898 0.077 0.680
H 3.507 -0.385 2.356
H 3.852 -2.318 0.765
H 2.400 -1.817 -0.103
H 2.132 -3.696 1.639
H 2.481 -2.468 2.872
H 0.287 -2.509 -0.095
H -0.180 -3.881 0.949
H -2.204 -2.671 0.202
H -1.536 -1.133 0.830
H -1.870 -2.284 4.181
H -1.355 -0.894 3.183
H 0.629 -2.020 4.002
H 0.047 -3.607 3.403
H 3.475 0.805 -1.726
H 3.350 -0.531 -3.789
*
```

Results of the Löwdin charge analysis, in e, for atoms 1 through 8: number 1, C, carries -0.039; number 2, C, carries -0.431; number 3, C, carries -0.034; number 4, O, carries -0.026; number 5, C, carries -0.256; number 6, C, carries -0.001; number 7, C, carries -0.026; number 8, C, carries -0.178

3.
C27H30N2PPd | ωB97M-V/def2-TZVPD

gap between HOMO and LUMO (alpha / beta) = 4.450 / 4.623 eV
LUMO (alpha / beta) = -12.82 / -12.69 eV
HOMO energy (alpha / beta) = -17.271 / -17.313 eV
relative energy (zero: lowest compared OMol25 entry of this formula, charge and spin) = 2.012 eV

The geometry in ORCA input format:
```
! wB97M-V def2-TZVPD RIJCOSX def2/J DEFGRID3
* xyz 3 1
Pd -0.668 -0.845 0.116
C -1.265 -3.021 -0.332
C -0.174 -2.635 -1.184
C 1.027 -2.623 -0.383
C 0.683 -3.010 0.952
C -0.725 -3.296 0.985
C -1.480 -3.919 2.082
C 1.655 -3.194 2.042
C 2.391 -2.358 -0.880
C -0.200 -2.400 -2.648
C -2.668 -3.285 -0.726
H -1.865 -4.891 1.754
H -2.363 -3.343 2.369
H -0.867 -4.075 2.965
H 2.323 -4.028 1.800
H 1.178 -3.410 2.992
H 2.297 -2.319 2.158
H 2.691 -1.321 -0.682
H 2.458 -2.527 -1.951
H 3.112 -2.994 -0.369
H 0.249 -3.254 -3.166
H 0.398 -1.525 -2.920
H -1.213 -2.287 -3.033
H -2.919 -4.328 -0.513
H -2.841 -3.104 -1.784
H -3.378 -2.683 -0.148
N -0.086 2.049 1.266
P 0.649 1.225 -0.035
C -0.330 1.948 -1.437
C -0.158 3.280 -1.800
C -0.929 3.797 -2.829
C -1.851 2.997 -3.485
C -1.997 1.660 -3.143
C -1.264 1.143 -2.088
C 2.240 2.083 -0.086
C 2.934 2.123 -1.300
C 4.138 2.801 -1.390
C 4.677 3.407 -0.259
C 3.998 3.349 0.952
C 2.804 2.655 1.059
C -1.178 1.585 1.938
C -1.786 2.319 2.971
C -2.882 1.784 3.613
C -3.376 0.545 3.205
C -2.729 -0.116 2.177
N -1.652 0.382 1.575
H 0.259 2.962 1.550
H 0.577 3.904 -1.313
H -0.802 4.833 -3.106
H -2.481 3.424 -4.254
H -2.680 1.030 -3.692
H -1.410 0.088 -1.789
H 2.521 1.631 -2.172
H 4.660 2.853 -2.333
H 5.630 3.913 -0.321
H 4.401 3.847 1.822
H 2.324 2.560 2.023
H -1.385 3.278 3.263
H -3.344 2.305 4.438
H -4.237 0.102 3.676
H -3.093 -1.069 1.807
*
```

Results of the Löwdin charge analysis, in e, for atoms 1 through 8: number 1, Pd, carries 0.849; number 2, C, carries -0.219; number 3, C, carries -0.231; number 4, C, carries -0.177; number 5, C, carries -0.092; number 6, C, carries -0.144; number 7, C, carries 0.029; number 8, C, carries 0.050

4.
C27H30NOPd | ωB97M-V/def2-TZVPD

gap between HOMO and LUMO (alpha / beta) = 5.747 / 6.102 eV
LUMO (alpha / beta) = -4.04 / -5.22 eV
HOMO energy (alpha / beta) = -9.791 / -11.320 eV
expectation value of S² = 6.104

The geometry in ORCA input format:
```
! wB97M-V def2-TZVPD RIJCOSX def2/J DEFGRID3
* xyz 1 5
C -0.639 -1.619 2.280
C -2.059 -1.438 2.121
C -2.419 -1.951 0.842
H -2.737 -1.080 2.890
C -1.235 -2.387 0.182
C -0.141 -2.221 1.074
H 0.883 -2.570 0.933
H -0.060 -1.370 3.165
H -3.440 -2.065 0.482
H -1.192 -2.834 -0.809
C -2.550 1.946 0.651
C -2.442 1.422 1.967
C -1.079 1.603 2.415
H -3.252 1.013 2.554
C -0.371 2.283 1.347
C -1.259 2.406 0.240
H -1.006 2.802 -0.741
H -3.474 2.018 0.091
H -0.658 1.245 3.346
H 0.643 2.662 1.409
Pd -0.797 0.085 0.846
O -1.954 0.275 -1.346
C -2.437 -0.641 -2.259
C -1.348 -1.028 -3.187
H -2.779 -1.540 -1.740
H -3.256 -0.265 -2.910
H -0.735 -1.889 -2.922
H -0.266 -2.041 -5.382
C -0.532 -0.984 -5.493
C -1.098 -0.322 -4.355
C -1.452 1.068 -4.490
H -1.868 1.572 -3.612
C -1.239 1.736 -5.687
H -1.472 2.805 -5.764
C -0.727 1.043 -6.801
H -0.587 1.570 -7.749
C -0.392 -0.323 -6.703
H -0.008 -0.860 -7.578
C 1.174 0.697 5.130
N 1.472 -0.038 3.894
C 2.260 -1.227 4.244
C 2.114 0.841 2.931
C 2.333 0.301 1.533
C 3.667 0.073 1.128
C 3.949 -0.254 -0.199
C 2.928 -0.376 -1.145
C 1.596 -0.160 -0.731
C 1.330 0.107 0.591
H 2.112 1.026 5.611
H 0.624 0.041 5.819
H 0.566 1.578 4.908
H 2.476 -1.849 3.370
H 3.208 -0.942 4.732
H 1.675 -1.817 4.963
H 1.485 1.738 2.876
H 3.091 1.174 3.342
H 4.482 0.181 1.855
H 4.989 -0.396 -0.510
H 3.128 -0.615 -2.190
H 0.775 -0.207 -1.457
*
```

Results of the Löwdin charge analysis, in e, for atoms 1 through 8: number 1, C, carries -0.141; number 2, C, carries -0.124; number 3, C, carries -0.077; number 4, H, carries 0.113; number 5, C, carries -0.104; number 6, C, carries -0.082; number 7, H, carries 0.132; number 8, H, carries 0.088

5.
C27H31BF4N7O2Y | ωB97M-V/def2-TZVPD

gap between HOMO and LUMO = 7.314 eV
LUMO = -0.15 eV
HOMO energy = -7.469 eV
relative energy (zero: lowest compared OMol25 entry of this formula, charge and spin) = 0.102 eV

The geometry in ORCA input format:
```
! wB97M-V def2-TZVPD RIJCOSX def2/J DEFGRID3
* xyz 0 1
Y -0.089 -0.063 0.239
C -2.197 2.072 1.607
N -2.231 0.614 1.395
C -2.487 -0.065 2.691
C -1.451 0.152 3.797
C -0.005 -0.286 3.539
N 0.568 0.514 2.461
C 1.531 1.309 2.719
C 2.127 2.276 1.804
C 3.293 2.925 2.225
C 3.900 3.896 1.457
C 3.304 4.252 0.245
C 2.145 3.649 -0.188
C 1.526 2.630 0.567
O 0.447 2.050 0.133
C -3.347 0.325 0.458
C -3.424 -1.087 -0.150
C -2.627 -1.339 -1.440
N -1.193 -1.489 -1.198
C -0.640 -2.597 -1.510
C 0.695 -3.119 -1.181
C 0.952 -4.374 -1.753
C 2.094 -5.095 -1.483
C 3.007 -4.565 -0.574
C 2.786 -3.344 0.022
C 1.649 -2.574 -0.271
O 1.515 -1.406 0.309
H -3.160 2.408 2.021
H -2.004 2.578 0.663
H -1.394 2.338 2.290
H -2.596 -1.126 2.508
H -3.454 0.309 3.064
H -1.817 -0.427 4.650
H -1.451 1.196 4.122
H 0.022 -1.336 3.248
H 0.589 -0.167 4.457
H 1.973 1.291 3.726
H 3.720 2.645 3.180
H 4.808 4.376 1.789
H 3.757 5.024 -0.366
H 1.674 3.933 -1.121
H -3.272 1.055 -0.347
H -4.290 0.534 0.992
H -4.475 -1.244 -0.409
H -3.185 -1.852 0.586
H -2.785 -0.502 -2.124
H -3.005 -2.247 -1.926
H -1.242 -3.317 -2.078
H 0.203 -4.789 -2.416
H 2.259 -6.059 -1.937
H 3.897 -5.124 -0.317
H 3.484 -2.938 0.741
N -0.789 2.422 -4.006
C -2.096 2.745 -3.732
C -2.369 2.168 -2.532
N -1.265 1.507 -2.050
C -0.342 1.674 -2.966
C 1.005 1.147 -2.841
N 1.347 0.339 -1.874
C 2.699 0.151 -1.992
C 3.165 0.845 -3.066
N 2.072 1.480 -3.611
H -0.299 2.636 -4.857
H -2.689 3.336 -4.400
H -3.291 2.206 -1.984
H 3.230 -0.477 -1.301
H 4.148 0.948 -3.483
H 2.094 2.144 -4.366
F -0.892 -2.097 1.384
B -1.345 -3.465 1.641
F -2.387 -3.375 2.547
F -0.294 -4.181 2.137
F -1.804 -3.970 0.429
*
```

Results of the Löwdin charge analysis, in e, for atoms 1 through 8: number 1, Y, carries 1.517; number 2, C, carries -0.083; number 3, N, carries -0.274; number 4, C, carries -0.181; number 5, C, carries -0.146; number 6, C, carries -0.184; number 7, N, carries -0.048; number 8, C, carries -0.074

6.
C27H31BaF5N6O2P2 | ωB97M-V/def2-TZVPD

gap between HOMO and LUMO (alpha / beta) = 6.534 / 6.535 eV
LUMO (alpha / beta) = -0.32 / -0.32 eV
HOMO energy (alpha / beta) = -6.856 / -6.856 eV
relative energy (zero: lowest compared OMol25 entry of this formula, charge and spin) = 2.706 eV

The geometry in ORCA input format:
```
! wB97M-V def2-TZVPD RIJCOSX def2/J DEFGRID3
* xyz 0 1
Ba 10.450 11.090 7.236
C 14.246 12.465 7.239
P 13.723 11.320 8.621
C 14.914 9.925 8.836
C 14.171 12.361 9.970
C 15.174 13.360 9.981
C 15.259 14.141 11.118
C 14.362 14.011 12.228
C 13.395 13.051 12.220
C 13.245 12.260 11.063
P 11.791 11.347 10.480
C 11.970 9.626 11.231
C 10.567 12.070 11.682
H 15.261 12.776 7.378
H 13.595 13.336 7.349
H 14.184 11.909 6.244
H 15.559 10.061 9.701
H 15.499 9.911 7.906
H 14.388 8.954 8.861
H 15.700 13.626 9.078
H 16.012 14.920 11.053
H 14.530 14.666 13.068
H 12.815 12.820 13.114
H 12.010 9.674 12.302
H 12.849 9.231 10.855
H 11.134 9.019 10.870
H 9.612 12.200 11.221
H 10.858 13.182 11.827
H 10.462 11.578 12.684
C 12.182 14.455 4.923
C 11.282 14.701 6.062
N 10.605 13.802 6.765
C 9.780 14.485 7.607
C 9.884 15.876 7.407
N 10.966 15.978 6.550
C 11.731 17.194 6.427
N 12.956 17.200 7.328
N 13.662 16.008 7.629
N 14.831 16.299 8.068
C 15.004 17.648 8.069
C 16.143 18.481 8.256
C 16.022 19.832 8.000
C 14.836 20.379 7.476
C 13.688 19.621 7.303
C 13.830 18.258 7.583
H 12.848 13.587 5.170
H 12.859 15.297 4.772
H 11.648 14.151 3.997
H 9.104 13.906 8.251
H 9.326 16.741 7.794
H 11.109 18.006 6.702
H 11.918 17.285 5.338
H 17.112 18.033 8.479
H 16.883 20.459 8.152
H 14.798 21.370 7.225
H 12.738 20.063 7.017
O 9.069 9.687 9.221
C 8.016 10.197 8.784
C 6.526 9.667 8.983
C 5.745 10.924 8.700
C 6.712 11.921 8.028
O 6.414 13.018 7.572
N 8.035 11.311 7.990
H 6.437 9.275 10.005
H 6.347 8.782 8.390
H 5.325 11.337 9.573
H 4.973 10.866 7.873
F 9.715 7.557 6.655
C 10.544 8.530 6.219
F 10.679 8.493 4.877
C 12.009 8.125 6.717
F 12.899 9.102 6.390
F 12.086 8.067 8.034
F 12.459 6.981 6.172
*
```

Results of the Löwdin charge analysis, in e, for atoms 1 through 8: number 1, Ba, carries 1.770; number 2, C, carries -0.270; number 3, P, carries 0.776; number 4, C, carries -0.244; number 5, C, carries -0.424; number 6, C, carries -0.088; number 7, C, carries -0.075; number 8, C, carries -0.072